Record 1
C19H20ClErN5P as an isolated structure at a distorted geometry. Source: the OMol25 dataset; level of theory: ωB97M-V/def2-TZVPD.

Last column: Mulliken spin population.
Element x y z (Å)
Er  1.08  0.13  2.66  3.040
Cl  -0.13  1.26  4.41  -0.013
P  -0.13  0.68  0.34  -0.019
C  -1.47  -0.14  -0.56  -0.001
C  -1.26  -0.90  -1.72  -0.001
C  -2.34  -1.46  -2.41  0.000
C  -3.64  -1.31  -1.91  -0.001
C  -3.85  -0.59  -0.72  0.000
C  -2.78  -0.01  -0.05  -0.001
C  -0.32  2.47  -0.06  -0.003
C  0.54  3.38  0.58  0.001
C  0.34  4.75  0.43  0.001
C  -0.69  5.22  -0.40  0.000
C  -1.51  4.32  -1.09  0.000
C  -1.32  2.95  -0.92  0.000
C  1.42  0.27  -0.56  0.004
C  2.49  -0.33  0.15  -0.002
C  3.72  -0.44  -0.50  0.000
C  3.88  -0.08  -1.83  0.000
C  2.80  0.45  -2.54  0.000
C  1.58  0.65  -1.90  0.001
H  1.36  3.02  1.21  0.001
H  0.98  5.45  0.96  0.000
H  -0.84  6.30  -0.51  0.000
H  -2.31  4.68  -1.74  0.000
H  -1.97  2.25  -1.44  0.000
H  -0.24  -1.05  -2.10  0.000
H  -2.17  -2.01  -3.34  0.000
H  -4.48  -1.76  -2.44  0.000
H  -4.87  -0.49  -0.32  0.000
H  -2.94  0.54  0.88  0.000
H  2.40  -0.84  1.14  -0.004
H  4.56  -0.84  0.08  0.000
H  4.84  -0.22  -2.33  0.000
H  2.90  0.71  -3.60  0.000
H  0.74  1.09  -2.44  0.000
H  -0.23  -5.26  -3.11  0.000
H  0.52  -5.22  -3.07  0.000
N  1.60  -3.66  4.53  0.000
N  0.56  -3.09  3.79  -0.001
N  -0.32  -3.80  3.03  0.000
C  -0.77  -2.85  2.19  0.000
N  -0.14  -1.68  2.32  -0.002
N  0.79  -1.90  3.35  -0.001
H  1.77  -3.05  5.33  0.000
H  1.39  -4.62  4.78  0.000
H  -1.55  -2.99  1.46  0.000

The charge is +2. The HOMO energy (alpha / beta) comes out at -14.52 / -14.51 eV. As for the spin multiplicity: 4. As for the orbital gap (alpha / beta): 6.5501 / 6.5746 eV. As for the lowest unoccupied orbital energy (alpha / beta): -7.97 / -7.94 eV.


Record 2
One molecule with the formula C9H13NO3S2. Source: the OMol25 dataset; level of theory: ωB97M-V/def2-TZVPD.

Last column: Löwdin charge in e.
Element x y z (Å)
O  4.81  -0.32  0.33  0.106
C  3.84  0.35  0.12  -0.543
O  3.92  1.57  -0.43  0.107
C  2.41  -0.03  0.42  -0.112
C  1.82  0.91  1.47  -0.191
C  0.41  0.51  1.92  -0.194
C  -0.64  0.56  0.80  -0.172
C  -0.92  -0.83  0.21  -0.166
N  -1.87  -0.75  -0.88  -0.106
C  -3.21  -0.97  -0.64  -0.485
O  -3.67  -1.26  0.43  0.114
C  -4.02  -0.81  -1.91  -0.336
S  -2.86  -0.38  -3.23  0.947
C  -1.48  -0.42  -2.15  -1.104
S  0.05  -0.13  -2.61  0.710
H  4.85  1.80  -0.61  0.132
H  1.85  0.04  -0.51  0.060
H  2.41  -1.06  0.78  0.131
H  1.79  1.92  1.05  0.117
H  2.47  0.92  2.34  0.122
H  0.44  -0.49  2.35  0.115
H  0.12  1.19  2.71  0.110
H  -1.58  0.95  1.20  0.117
H  -0.30  1.23  0.01  0.102
H  -1.36  -1.48  0.97  0.132
H  0.00  -1.28  -0.18  0.096
H  -4.53  -1.74  -2.16  0.095
H  -4.76  -0.02  -1.80  0.095

The HOMO energy comes out at -9.12 eV. Its structure (SMILES) is O=C(O)CCCCCN1C(=O)CSC1=S. As for the orbital gap: 8.9922 eV. As for the lowest unoccupied orbital energy: -0.12 eV. The relative energy (zero: lowest compared OMol25 entry of this formula, charge and spin) comes out at 3.0 kcal/mol.


Record 3
An isolated ion of composition C6H17N4O2S and charge +1 at a distorted geometry. Source: the OMol25 dataset; level of theory: ωB97M-V/def2-TZVPD.

Last column: Mulliken spin population.
Element x y z (Å)
C  -2.90  -0.67  0.37  0.007
C  1.42  -0.68  -1.78  0.023
C  3.04  0.49  -0.22  0.067
C  1.53  -1.26  0.66  0.131
C  1.10  1.92  1.19  -0.008
C  1.59  -0.06  -0.37  -0.024
N  -3.52  -1.60  1.13  0.026
N  -1.93  0.09  0.84  0.334
N  0.75  1.08  0.00  0.803
N  -3.28  -0.50  -0.93  0.024
O  -1.32  2.57  -0.09  0.104
O  -1.13  0.80  -1.66  0.055
S  -0.79  1.30  -0.38  0.446
H  2.15  -1.42  -2.13  0.001
H  0.41  -1.25  -1.94  0.001
H  1.24  0.04  -2.59  -0.006
H  3.40  0.61  0.85  0.000
H  3.07  1.54  -0.69  -0.004
H  3.64  -0.19  -0.71  0.001
H  1.81  -0.96  1.67  0.004
H  0.45  -1.65  0.55  0.005
H  2.29  -1.95  0.29  -0.004
H  0.09  2.04  1.66  -0.001
H  1.65  1.28  1.97  0.009
H  1.56  2.79  0.84  0.032
H  -3.50  -1.84  2.09  -0.004
H  -4.41  -1.81  0.65  0.001
H  -1.95  0.14  1.81  -0.019
H  -3.82  -0.97  -1.64  -0.002
H  -2.65  0.13  -1.44  -0.002

The charge is +1. The HOMO energy (alpha / beta) comes out at -9.27 / -13.18 eV. As for the spin multiplicity: 3. As for the orbital gap (alpha / beta): 6.8675 / 5.2772 eV. As for the lowest unoccupied orbital energy (alpha / beta): -2.41 / -7.91 eV. The relative energy (zero: lowest compared OMol25 entry of this formula, charge and spin) comes out at 0.0 kcal/mol.


Record 4
C6H12FN as an isolated structure at a distorted geometry. Source: the OMol25 dataset; level of theory: ωB97M-V/def2-TZVPD.

Last column: Löwdin charge in e.
Element x y z (Å)
C  1.47  1.54  0.59  -0.104
C  0.28  0.48  0.36  -0.536
C  0.79  -0.33  1.38  -0.256
C  -1.28  0.72  0.10  -0.105
C  -1.74  -0.29  -1.07  -0.205
C  0.68  -0.37  -0.99  -0.159
H  0.92  2.65  0.16  0.139
H  1.64  1.95  1.87  0.158
H  2.45  0.93  0.11  0.114
H  0.68  0.00  2.43  0.125
H  1.89  -0.87  0.86  0.193
H  -1.94  0.68  0.97  0.098
H  -1.18  1.84  -0.13  0.113
H  -2.59  0.13  -1.70  0.111
H  -1.92  -1.35  -0.73  0.115
H  -0.61  0.91  -2.10  0.148
H  1.01  -1.52  -0.85  0.146
H  1.61  0.34  -1.39  0.128
N  -0.53  -0.26  -2.02  -0.087
F  0.06  -1.59  1.38  -0.136

The HOMO energy comes out at -9.63 eV. As for the orbital gap: 10.3245 eV. As for the lowest unoccupied orbital energy: 0.69 eV. The relative energy (zero: lowest compared OMol25 entry of this formula, charge and spin) comes out at 146.0 kcal/mol.